*one*
12
Properties=species:S:1:pos:R:3:mulliken_charge:R:1 method="wB97M-V/def2-TZVPD" smiles="C/N=C/C(N)=O" lumo_ev=0.5 homo_lumo_gap_ev=10.44
O -1.89 -1.64 -1.05 -0.574
N 0.43 0.43 0.44 -0.378
N -1.78 0.66 -1.01 -0.400
C -0.26 -0.62 0.34 0.152
C -1.43 -0.59 -0.62 0.186
C 1.79 0.32 0.90 -0.687
H 0.01 -1.61 0.73 0.364
H 2.40 0.40 -0.01 0.277
H 2.05 1.16 1.55 0.230
H 2.03 -0.63 1.40 0.282
H -2.22 0.74 -1.92 0.253
H -1.13 1.39 -0.74 0.293


*two*
12
Properties=species:S:1:pos:R:3:mulliken_charge:R:1 method="wB97M-V/def2-TZVPD" smiles=N#C[C@@H](N)CO lumo_ev=0.7 homo_lumo_gap_ev=10.24
O -2.04 -0.18 0.24 -0.511
N 0.32 1.04 0.73 -0.696
N 2.73 -0.71 -1.07 -0.401
C -0.80 -0.49 -0.76 -0.799
C 0.43 -0.29 0.15 0.468
C 1.71 -0.55 -0.54 0.046
H 0.47 1.73 0.00 0.227
H 1.00 1.20 1.47 0.239
H -0.88 -1.56 -1.02 0.210
H 0.38 -1.01 1.00 0.266
H -1.71 0.29 -0.95 0.524
H -1.61 0.53 0.75 0.429


*three*
12
Properties=species:S:1:pos:R:3:mulliken_charge:R:1 method="wB97M-V/def2-TZVPD" lumo_ev="-1.0 / 0.2" homo_lumo_gap_ev="6.35 / 9.71"
O -2.24 -0.58 0.28 -0.510
N 2.26 -0.46 -1.04 -0.534
N 1.14 1.19 0.53 -0.453
C 0.16 -0.62 0.22 -0.317
C -1.11 -0.60 -0.56 -0.263
C 1.40 -0.06 -0.26 0.411
H 1.05 2.06 0.00 0.240
H -2.26 0.27 0.73 0.311
H 0.12 -1.18 1.16 0.334
H -1.10 0.21 -1.30 0.285
H -1.14 -1.55 -1.12 0.253
H 1.71 1.32 1.36 0.245


*four*
12
Properties=species:S:1:pos:R:3:mulliken_charge:R:1 method="wB97M-V/def2-TZVPD" smiles="C[C@H]1CN1N=O" lumo_ev=0.7 homo_lumo_gap_ev=9.10
O -3.07 -0.93 1.89 -0.448
N -1.41 -1.10 0.51 0.439
N -2.31 -1.60 1.22 -0.404
C -0.43 -1.38 -0.46 -0.365
C -0.52 0.12 -0.29 0.080
C 0.43 0.91 0.55 -1.117
H 0.46 -1.91 -0.12 0.241
H 1.39 1.00 0.04 0.280
H -0.80 -1.78 -1.41 0.255
H 0.03 1.91 0.72 0.315
H -1.18 0.63 -0.97 0.383
H 0.61 0.43 1.51 0.341


It is *three* that is the least stable of them.